[1]
The following is a DFT calculation (wB97M-V/def2-TZVPD) of a 13-piece molecular cluster, C47H117N13O13 overall at a distorted geometry.

Geometry (Å):
H 3.8422 0.1434 -2.6091
H 3.1436 2.5970 -3.5824
H -0.1712 4.1539 -3.4754
H -4.8559 -6.0073 -4.0095
O 1.3790 0.7739 -3.7037
H -0.4403 3.1758 7.9425
C -0.1152 4.6469 5.2266
C -0.2994 2.2204 5.9933
H -1.0559 0.0223 3.0993
H 3.0813 1.5221 1.3138
H 3.3831 4.7960 2.9280
H 3.2184 -2.1800 -3.8870
H 6.7471 1.5376 -1.4453
H -3.7400 -0.8483 4.4645
O 6.6288 4.3370 1.0820
H 4.6943 2.6047 -4.4854
C -2.4330 4.3828 1.4534
H -1.9787 -0.2151 0.6192
H 3.5814 2.1137 3.5610
N -6.2397 -1.1066 1.9285
O -0.3329 3.9771 7.4248
H -0.4845 -3.6577 -2.2935
H -0.6637 -5.8760 -1.9954
C 5.7265 3.8505 3.7910
H -4.3778 -0.0871 1.4230
O -3.4627 -0.2085 6.9424
H -3.0256 -3.0480 0.2430
H -0.8568 -1.5576 5.9730
H -0.9116 2.4377 -5.4443
H 1.2668 -1.1522 -0.4836
H 1.8830 -2.0312 -3.1653
H -3.7109 -6.7496 -5.1376
H -4.7370 -3.5517 -3.7620
H 7.5383 4.0783 1.2478
C -1.6183 -5.1029 -4.7021
O 0.8873 -1.5191 4.7523
C 3.5604 0.6881 -4.7168
N 2.7369 -2.1290 3.7462
C 1.7649 -1.0661 -5.1256
H 6.5102 3.1390 4.0510
N 2.1280 0.3157 -4.7622
C 4.3022 0.3960 -6.0320
H 3.6424 0.1085 2.1516
H -3.9865 2.6113 -1.3425
C -1.5790 -6.3703 -1.6700
H -1.8662 3.5172 1.1105
H 7.5548 2.9933 -0.7633
C 6.9361 2.1228 -0.5454
H -1.6677 -7.2800 -3.5111
H 3.3875 -3.2110 0.8024
C -4.8277 0.7173 -1.7553
H 3.1563 3.9832 1.3693
H 6.1910 4.8165 3.5931
C -3.9905 -5.8185 -4.6447
H -1.7023 5.1887 1.3843
C -0.7641 3.6379 6.1924
C 0.2321 -1.2077 -5.3445
H -6.3273 -0.2172 1.4580
C -5.8720 2.6117 -0.4097
H 0.9125 4.8427 5.5326
H -4.1310 5.0846 4.4437
H -2.8368 -5.3628 3.8906
C -1.6728 -3.7192 3.3334
H -3.0489 4.0696 -3.3327
H -3.1878 4.5618 0.6877
H -2.1426 1.7526 -2.9814
C -2.6788 -0.7811 6.2195
H -4.6169 5.4992 2.8724
C 5.6087 2.4048 0.1691
H 0.2719 -3.6961 3.8141
H -2.3447 4.2431 -4.7128
H 4.4451 -1.7702 -5.7466
H -0.2553 0.5795 -1.1965
H 3.3948 -3.3572 5.5475
H 1.8850 -3.2096 6.4228
C -1.3100 -3.1302 -1.8157
O -4.1367 1.4769 0.4119
C -2.7875 -5.4541 -3.7072
H -3.7378 2.6822 3.6702
N -3.3476 -4.3342 -2.8615
H -0.7965 -1.6229 1.4193
H 2.2827 -1.6894 2.9584
C 3.9587 1.0882 1.7936
H 4.6162 4.2467 -0.6470
H 2.3821 -2.3843 -6.7764
H 2.3413 -0.5685 -1.7353
H -1.7781 1.3768 2.3090
H -4.2958 2.1641 1.0631
C -2.7409 3.4049 -4.1397
N -1.4881 -1.1045 6.6182
H -0.1166 -0.3806 -5.9629
H -6.2469 2.9626 -1.3712
H -0.6638 5.5887 5.2210
C 4.0218 -1.0808 -6.4772
H -0.1457 4.3041 4.1924
H -3.8045 0.3654 -1.8871
H 5.8864 0.3494 0.9224
H -1.2255 3.8515 -2.1154
C 4.3475 0.1600 -3.5748
H -5.2587 0.9527 -2.7284
N 6.0008 3.1936 1.3834
H -1.5428 -2.2520 -2.4179
C 4.4475 1.9341 2.9240
O 4.2955 -1.8047 -0.6949
O -0.1748 -1.0333 0.9862
C 5.0356 3.3628 2.4965
H -1.5626 -5.7770 -5.5568
C -2.6085 -3.9958 -1.6053
O -3.8755 -3.2270 -3.4900
H -1.6354 -5.1017 0.0476
H -4.3985 -4.0138 -0.5621
H 4.2753 5.2318 1.5507
H 3.9668 1.0586 -6.8299
H -5.8095 3.5081 0.2073
H -0.7761 1.6676 6.8028
O -5.0073 -2.8782 2.5383
C -0.6376 3.3607 -2.8911
H 3.7393 -2.2515 3.7629
H 3.5464 2.9487 -0.4621
H -1.5346 -4.0603 -5.0091
H -3.1543 -5.7600 -0.3457
H -6.4771 1.8922 0.1420
C 1.9484 -2.1480 4.7829
H -2.2584 -1.7218 4.5756
H 3.1712 2.7177 -5.2899
H -7.0611 -1.6761 2.0738
H 5.1988 1.3008 3.3957
H -1.2314 -0.9047 7.5744
C 3.6736 2.2232 -4.4585
H 4.4585 -1.3093 -7.4494
H -3.2087 -7.2688 -2.5404
H -3.5461 2.8508 -4.6222
C -4.6675 1.9449 -0.8132
H 0.5862 1.0632 -4.1612
N 2.4710 -2.9594 5.6391
H -3.2741 -1.3647 1.9423
H -4.2649 -5.0955 -5.4128
H 5.0025 3.9939 4.5931
N -0.6089 -4.1901 3.7997
H 1.9058 -0.8750 -7.3088
H 4.7842 -0.8145 -3.7932
H 1.6608 -3.1029 0.3148
H 0.9014 0.8357 0.0684
C 5.0755 1.0389 0.6875
N -2.7059 -4.5083 3.3683
H -0.1137 -2.1695 -5.7233
H -0.6778 -5.3363 -4.2031
H 4.7376 3.0304 -1.7834
C 3.0759 -1.9354 -0.4802
H 7.5712 1.5550 0.1346
H -0.4690 2.0002 -0.1737
C -3.7197 5.2935 3.4561
N 2.6038 -2.7452 0.3677
H 4.5690 0.5127 -0.1216
C 3.8990 4.3538 2.0758
C -0.9472 0.0672 0.8299
H -0.5879 -5.1114 4.2130
O -1.0314 1.8018 -4.7351
H -5.2771 -0.1967 -1.3669
H -3.4658 -3.9316 3.0367
C -0.9414 0.6817 2.2390
H -0.8727 -2.6969 -0.9162
C -2.3527 -6.6957 -2.8966
H 1.9721 -3.2609 -4.5138
H 5.3598 0.5338 -5.8071
C -0.1532 0.9570 -0.1791
H -3.1366 6.2091 3.5554
H -0.6595 1.8135 5.0484
C -2.9283 4.2028 2.8545
C -1.6638 2.4635 -3.6548
C 4.5864 3.1590 -0.7116
C 2.1744 -2.2384 -4.1950
C -5.1967 -1.7229 2.1667
H -4.0130 -2.3932 -1.0377
H 0.7787 2.0925 6.0908
H -1.8519 3.6771 6.2494
H -0.0543 1.2950 2.3970
H -0.3193 -1.0749 -4.4137
H -1.3307 -7.2242 -1.0396
H -2.0492 4.0127 3.4702
N 2.1307 -1.2293 -1.0011
C -3.5679 -3.3153 -0.6639
O -1.6784 -2.7408 2.6902
N -2.8880 -1.0389 4.9722
H 5.2264 0.7609 -3.3413
H 0.1593 2.7795 -2.4271
C -2.2592 -5.3480 -0.8117
N -4.1912 -0.9419 1.9276
C 2.4793 -1.3335 -6.5032
O -3.6186 3.0083 2.7752

Forces on atoms 1 to 3 (eV/Å):
-0.2523 -0.2117 -0.2121
0.2440 -0.4341 0.2682
-0.1930 -0.1679 -0.4532

Calculated values
Highest occupied orbital energy (eV): -7.8409
Gap between HOMO and LUMO (eV): 7.9

---

[2]
The following is a DFT calculation (wB97M-V/def2-TZVPD) of a 13-piece molecular cluster, C47H117N3O23 overall at a distorted geometry.

Geometry (Å):
H 18.2539 5.7270 -2.1363
H 15.5365 12.4687 -3.7404
H 13.3368 4.3574 -1.8662
C 10.4459 11.7763 -0.8377
H 17.2027 5.1822 3.1877
H 18.5163 9.7205 -1.1105
H 13.3579 4.2240 -7.1570
H 15.8701 7.7915 2.2413
H 17.3651 9.3739 5.0986
C 19.4381 9.5885 1.6070
O 15.6424 4.8279 1.8491
C 14.4175 10.6232 0.2115
H 13.0564 2.5610 -5.6302
H 20.4686 11.5086 -6.6759
H 9.6857 10.9615 -2.7071
H 23.7126 4.9887 -2.8125
C 13.7540 12.6106 -8.2294
H 15.9015 8.1976 -3.4135
H 15.0534 5.2110 2.5032
C 20.0782 8.2975 2.1930
H 22.7955 11.8841 -3.9383
O 16.5818 9.6530 -7.3397
H 11.1066 10.4353 0.3932
H 18.8926 11.9039 -8.9392
H 13.3353 10.6316 0.0816
H 11.3847 14.1965 1.2335
C 18.7227 5.0503 -5.5889
C 17.9403 9.4963 -7.1041
H 14.4900 15.9429 -1.3782
C 18.8830 10.0741 -8.1964
H 16.0597 13.1889 -9.4069
H 13.9374 5.8593 -6.7306
H 14.6833 10.1682 1.1657
N 14.8417 10.5415 -2.2642
H 18.5394 3.9785 -5.6638
O 16.0476 12.4228 -8.8285
C 16.5734 9.9262 -0.5764
H 21.9172 10.3646 -3.5522
O 20.1945 3.4245 -3.6529
H 18.1647 9.9392 -6.1337
O 15.0702 13.9508 -1.7925
O 18.4964 10.0628 2.5550
H 19.9101 7.2427 -2.0179
H 13.0163 13.5970 1.5380
C 20.8242 11.6978 -4.8157
C 11.6155 5.1395 -2.9901
H 20.1943 10.3389 1.3760
H 20.2238 7.5345 1.4283
H 17.6455 11.2765 -2.8593
H 12.7342 2.5316 -3.1265
H 10.0309 6.6384 -3.4587
O 11.6385 13.1829 2.9223
C 15.0843 9.8958 -0.9279
H 14.4172 7.8862 0.0442
H 20.5765 8.5767 -3.0192
C 18.2943 14.3648 -1.2989
H 18.1011 13.6151 -2.0661
H 17.5695 8.4664 -1.7872
C 15.8143 9.0446 4.0671
C 14.4482 4.6484 -4.4483
C 16.9806 4.5902 2.2998
H 16.3772 11.6992 -5.1179
C 12.1481 14.0664 2.0006
H 9.6700 12.5417 -0.8564
H 13.2770 6.1331 -1.8674
H 15.0446 9.2772 4.8029
H 10.8173 3.2728 -2.1259
H 12.2255 5.5460 -6.9856
C 21.8258 11.4382 -3.7166
H 12.8928 16.0365 -3.3335
H 10.0366 3.5816 -3.6356
H 19.3088 14.7292 -1.4602
O 10.7183 11.3105 0.4631
H 21.5282 3.7616 -1.3297
H 15.9884 9.8711 3.3781
H 11.8349 7.3150 -4.8400
H 17.4644 4.5458 -3.2540
H 11.4739 1.7939 -3.9399
H 17.3106 13.1083 0.2429
H 13.1124 15.9896 2.1584
C 10.9900 3.6888 -3.1184
C 17.9812 5.5016 -3.1672
H 13.2700 14.3031 -3.7548
H 18.9516 9.1415 0.7401
H 21.8143 11.8555 -1.7311
H 14.7196 11.6666 0.3015
C 21.7865 6.7808 -3.0479
O 21.3077 12.0960 -2.5103
H 14.2792 8.3255 2.6287
H 20.2725 7.1703 -5.1014
H 16.4606 10.4687 -7.8312
H 16.8474 10.8356 -0.0416
H 18.1093 8.4195 -7.1159
H 14.9482 16.6268 -3.7005
H 19.9340 9.8122 -8.0740
H 17.7867 5.5122 -5.9030
O 18.0198 6.2830 0.8944
H 22.8564 3.5895 -3.3404
O 17.0265 8.5789 4.6802
H 13.9838 6.9037 4.2100
C 21.5481 5.2698 -3.0203
H 10.6603 15.5473 3.4519
O 14.8833 6.8819 3.8754
C 15.1755 12.7386 -7.7666
H 20.5722 3.1380 -4.4877
H 10.6785 6.8218 -1.8227
H 17.7777 9.7747 -3.7868
C 11.9483 2.7705 -3.8430
H 14.8493 7.8322 -1.6149
N 20.3930 4.7901 -3.8473
C 17.5670 9.5429 -1.6160
H 12.9544 15.1924 3.7464
O 10.8045 9.6012 -1.7276
H 17.1505 6.5219 0.5646
H 14.4707 3.9359 -3.6236
H 18.3129 9.3766 3.2007
C 19.1466 5.5139 -4.1798
O 11.2614 16.0452 2.8930
H 15.0204 5.5149 -4.1168
C 21.3071 4.8044 -1.5576
C 12.6764 5.2241 -1.8352
H 14.3560 8.7997 -4.1650
H 18.5631 9.7528 -9.1876
H 20.8693 12.7705 -5.0040
H 22.3583 7.1896 -2.2148
H 14.7003 13.0740 -1.9189
H 16.7681 9.1663 0.1804
C 19.6843 7.0232 -4.1956
H 23.0109 5.0271 -4.4770
C 15.2232 8.0290 3.0859
O 19.0809 11.4745 -8.1015
H 19.4153 5.4198 -6.3451
H 15.3725 12.0097 -6.9805
O 18.8105 14.4385 1.0436
C 14.1154 15.0558 -1.8888
H 10.9445 13.5821 3.4521
O 17.4096 15.4675 -1.4776
H 11.4667 3.2228 -5.7933
C 13.0390 4.7357 -5.0359
C 13.6461 15.2493 -3.3658
H 13.3491 8.4243 -1.2056
N 12.1113 5.6433 -4.3231
H 17.7322 4.3372 0.3371
C 18.2949 13.5435 0.0699
C 12.4932 15.3322 2.7687
H 18.1209 14.7760 1.6200
O 12.5596 6.9485 -4.3281
O 21.3129 8.4551 2.7859
H 19.8246 11.3522 -4.5521
H 16.5209 15.1049 -1.4562
C 12.3747 3.2912 -5.1941
C 9.8805 10.6363 -1.6851
O 13.3080 13.8184 -8.7037
H 22.0249 5.2891 -0.8958
H 17.0257 3.5538 2.6344
H 17.2059 6.1871 -3.5096
H 15.1243 4.3469 -5.2484
C 18.0253 4.8748 1.2389
O 13.5350 10.8625 -2.5336
H 8.8960 10.2300 -1.4533
H 18.8522 7.7247 -4.2534
H 18.9438 12.7073 -0.1907
H 19.0135 4.5320 1.5454
H 10.6403 9.1600 -2.5642
H 22.2860 7.1216 -3.9548
C 10.4281 6.0988 -2.5990
H 21.6654 7.5744 2.9337
H 15.4344 13.6706 -7.2641
H 15.8120 8.7807 -5.0441
C 14.3848 8.4786 -0.8702
H 20.3326 5.1312 -1.1949
C 20.4228 7.5002 -2.9446
H 13.1017 10.0168 -2.6699
C 13.1459 5.1249 -6.5811
O 21.1534 11.1643 -6.0979
H 14.6523 11.4850 -4.9124
C 15.5930 11.5808 -4.3701
H 11.3155 12.2367 -1.3065
H 13.4722 14.4996 -8.0476
C 15.4276 8.9541 -4.0390
H 9.6314 5.5386 -2.1095
H 19.5299 7.8206 3.0054
C 22.8892 4.6731 -3.4532
C 17.2437 10.2700 -2.9759
H 13.2143 14.7627 -1.3501
C 15.7590 10.3599 -3.3914
O 14.8255 15.7208 -3.9933
H 12.9924 12.1910 -7.5721
H 12.1300 5.2623 -0.8928
H 13.5815 11.8782 -9.0181

Forces on atoms 1 to 3 (eV/Å):
0.0680 -0.0907 -0.0890
0.1814 0.1526 -0.2342
0.0736 0.0386 0.2686

Calculated values
Highest occupied orbital energy (spin up / spin down) (eV): 0.2007 / -5.8580
Gap between HOMO and LUMO (spin up / spin down) (eV): 1.7 / 7.7
Charge: -1
Multiplicity: 2

---

| no. | total energy (hartree) |
| --- | --- |
| 1 | -3550.78639 |
| 2 | -3755.25566 |